(1)
This record from the Open Molecules 2025 dataset describes a gas-phase ion, C3H7IN (charge +1) in a non-equilibrium geometry. The level of theory is wB97M-V/def2-TZVPD.

The largest force on an atom is 5.46 eV/Å. Its electronic energy is -470.6290 hartree. The energy relative to the best compared isomer or geometry (same formula, charge and spin) comes out at 2.0218 eV. As for the net charge: +1.

Geometry as XYZ:
```
12
C3H7IN, DFT wB97M-V/def2-TZVPD
C -0.884 0.777 -0.063
C 0.133 -0.079 0.671
N 0.791 -1.131 -0.064
C 1.555 0.131 0.349
I 3.112 -0.037 1.811
H -1.860 0.416 0.215
H -0.642 0.559 -1.118
H -0.858 1.809 0.287
H -0.098 -0.109 1.693
H 0.953 -1.970 0.336
H 0.609 -1.362 -1.149
H 1.920 0.865 -0.355
```

(2)
This record from the Open Molecules 2025 dataset describes 14 unconnected molecules or ions with the total composition C31H89BN29O19P2 in a non-equilibrium geometry. The level of theory is wB97M-V/def2-TZVPD.

The largest force on an atom is 1.88 eV/Å. Its electronic energy is -4960.1562 hartree. As for the net charge: -1.

Geometry as XYZ:
```
171
C31H89BN29O19P2, DFT wB97M-V/def2-TZVPD
C -0.743 -1.057 5.463
C -1.203 -1.720 4.354
C -1.225 -1.028 3.015
N -0.551 -1.574 1.841
C 0.890 -1.891 1.878
P 0.954 -3.694 2.360
O 2.246 -4.440 2.348
C 1.717 -1.092 2.912
O 1.335 0.066 3.141
O 2.706 -1.688 3.381
C 1.419 -1.691 0.407
C 2.896 -2.205 0.289
C 3.062 -3.585 -0.350
N 4.443 -4.062 -0.071
O 0.630 -2.506 -0.483
C -0.168 -2.033 -1.547
C 0.501 -1.262 -2.711
C 1.985 -1.441 -2.770
C 2.792 -0.352 -2.666
C -1.460 -1.281 -1.148
N -2.142 -0.686 -2.287
C -2.891 0.527 -1.968
P -0.883 -3.601 -2.363
C -0.933 -4.916 -1.096
C 0.247 -4.277 -3.673
C 1.031 -5.539 -3.276
B 1.501 -0.091 0.206
O 2.664 0.549 0.621
O 0.552 0.741 -0.377
C -0.162 1.454 0.660
H -1.365 -0.824 6.323
H 0.274 -0.679 5.478
H -1.560 -2.742 4.467
H -0.921 -0.002 3.187
H -2.290 -0.982 2.767
H -1.078 -2.334 1.432
H 0.406 -3.772 3.645
H 0.043 -4.349 1.517
H 3.461 -1.536 -0.353
H 3.345 -2.299 1.270
H 2.909 -3.558 -1.424
H 2.370 -4.304 0.066
H 4.440 -5.016 0.255
H 4.985 -4.015 -0.922
H 0.014 -1.534 -3.650
H 0.314 -0.198 -2.603
H 2.445 -2.403 -2.957
H 2.506 0.522 -3.237
H 3.630 -0.286 -1.985
H -1.278 -0.574 -0.349
H -2.128 -2.044 -0.719
H -2.734 -1.382 -2.714
H -2.407 1.090 -1.176
H -2.948 1.148 -2.866
H -3.924 0.294 -1.716
H -1.595 -4.635 -0.281
H -1.359 -5.793 -1.583
H 0.048 -5.194 -0.717
H -0.406 -4.611 -4.478
H 0.928 -3.559 -4.122
H 1.619 -5.823 -4.146
H 0.352 -6.355 -3.055
H 1.718 -5.363 -2.452
H 2.966 1.101 -0.109
H -0.528 2.391 0.272
H -0.957 0.823 1.046
H 0.499 1.678 1.496
C -2.063 4.490 2.103
O -2.002 3.354 1.678
N -0.947 5.188 2.457
N -3.261 5.152 2.283
H -0.956 6.126 2.812
H -0.071 4.708 2.364
H -4.093 4.649 2.036
H -3.341 6.088 2.637
C -6.963 -0.168 -2.223
O -5.803 -0.526 -2.310
N -7.927 -0.476 -3.148
N -7.343 0.589 -1.152
H -8.881 -0.181 -3.073
H -7.645 -1.033 -3.932
H -6.599 0.807 -0.509
H -8.267 0.933 -0.979
C 1.138 7.570 0.466
O 0.146 8.094 0.959
N 1.058 6.543 -0.434
N 2.405 7.955 0.789
H 1.865 6.098 -0.838
H 0.143 6.218 -0.685
H 2.511 8.701 1.456
H 3.228 7.529 0.394
C 7.028 -1.944 3.447
O 8.237 -1.963 3.670
N 6.509 -2.044 2.189
N 6.095 -1.828 4.429
H 5.520 -2.044 1.997
H 7.155 -2.141 1.432
H 6.415 -1.763 5.375
H 5.100 -1.810 4.245
C -4.563 3.278 -1.453
O -4.903 2.643 -0.466
N -5.066 3.004 -2.692
N -3.656 4.296 -1.397
H -4.798 3.499 -3.520
H -5.717 2.244 -2.763
H -3.260 4.511 -0.502
H -3.360 4.819 -2.197
C -6.171 5.930 4.845
O -6.200 6.760 3.952
N -5.344 4.846 4.803
N -6.965 6.025 5.959
H -5.296 4.148 5.521
H -4.754 4.758 3.996
H -7.581 6.813 6.015
H -6.957 5.356 6.704
C -1.670 -7.492 -5.811
O -1.847 -6.580 -5.028
N -1.838 -8.807 -5.458
N -1.282 -7.282 -7.108
H -1.691 -9.573 -6.085
H -2.116 -8.993 -4.513
H -1.146 -6.331 -7.395
H -1.120 -8.018 -7.767
C -2.711 -5.626 3.345
O -1.841 -4.804 3.133
N -3.936 -5.573 2.743
N -2.522 -6.676 4.213
H -4.661 -6.245 2.904
H -4.102 -4.803 2.108
H -1.630 -6.737 4.666
H -3.219 -7.368 4.405
C -4.271 -1.262 2.036
O -3.997 -2.295 1.445
N -4.478 -1.231 3.393
N -4.390 -0.067 1.398
H -4.696 -0.395 3.899
H -4.383 -2.096 3.891
H -4.224 -0.063 0.404
H -4.620 0.797 1.849
C 4.012 -7.566 -6.634
O 3.373 -8.160 -7.487
N 3.454 -6.636 -5.807
N 5.351 -7.791 -6.439
H 3.965 -6.140 -5.102
H 2.477 -6.445 -5.922
H 5.792 -8.470 -7.028
H 5.896 -7.318 -5.744
C 3.540 10.803 3.439
O 3.558 9.649 3.047
N 4.655 11.422 3.931
N 2.403 11.561 3.416
H 4.664 12.368 4.260
H 5.502 10.886 3.959
H 1.570 11.128 3.060
H 2.363 12.510 3.732
C 4.461 4.500 0.500
O 4.588 5.408 -0.336
N 5.159 3.339 0.459
N 3.576 4.647 1.515
H 5.039 2.603 1.131
H 5.808 3.205 -0.293
H 3.062 5.509 1.519
H 3.404 3.966 2.232
C 4.567 3.167 -3.498
O 4.151 2.305 -2.746
N 4.616 2.987 -4.860
N 5.015 4.368 -3.035
H 4.954 3.680 -5.498
H 4.292 2.108 -5.217
H 4.936 4.525 -2.037
H 5.381 5.092 -3.622
```

(3)
This record from the Open Molecules 2025 dataset describes a gas-phase ion, C3H10N4 (charge +2) in a non-equilibrium geometry. The level of theory is wB97M-V/def2-TZVPD.

The largest force on an atom is 6.99 eV/Å. Its electronic energy is -338.6537 hartree. The energy relative to the best compared isomer or geometry (same formula, charge and spin) comes out at 1.6681 eV. As for the net charge: +2.

Geometry as XYZ:
```
17
C3H10N4, DFT wB97M-V/def2-TZVPD
C -0.560 1.274 0.649
N -0.311 0.074 -0.106
C -1.226 -0.815 -0.486
N -2.563 -0.634 -0.276
C 1.371 -0.299 -0.120
N 1.941 0.545 -0.913
N 1.807 -1.126 0.736
H 0.058 2.044 0.284
H -0.327 1.194 1.691
H -1.670 1.420 0.514
H -0.972 -1.665 -1.013
H -3.199 -1.124 -0.973
H -2.955 0.224 0.199
H 2.976 0.582 -0.833
H 1.494 1.215 -1.668
H 2.791 -1.116 0.990
H 1.347 -1.793 1.325
```

(4)
This record from the Open Molecules 2025 dataset describes 2 unconnected molecules or ions with the total composition C11H14N2O in a non-equilibrium geometry. The level of theory is wB97M-V/def2-TZVPD.

The largest force on an atom is 1.53 eV/Å. Its electronic energy is -612.3055 hartree. The energy relative to the best compared isomer or geometry (same formula, charge and spin) comes out at 1.2312 eV. As for the net charge: 0.

Geometry as XYZ:
```
28
C11H14N2O, DFT wB97M-V/def2-TZVPD
C 2.905 -1.333 -1.747
C 1.411 -1.474 -1.783
C 0.600 -0.767 -0.894
C -0.776 -0.810 -0.997
C -1.367 -1.637 -1.950
O -2.732 -1.756 -1.872
C -0.607 -2.391 -2.829
C 0.773 -2.222 -2.754
H 3.409 -2.294 -1.631
H 3.234 -0.753 -0.882
H 3.265 -0.761 -2.604
H 1.051 -0.294 -0.029
H -1.433 -0.302 -0.305
H -3.145 -1.944 -2.725
H -1.056 -3.095 -3.514
H 1.404 -2.791 -3.432
C 0.249 0.991 3.823
C -0.291 1.840 2.738
C -1.499 2.473 2.695
N -1.557 3.088 1.468
C -0.427 2.751 0.800
N 0.361 2.020 1.539
H -0.352 0.085 3.965
H 0.130 1.477 4.803
H 1.295 0.708 3.759
H -2.227 2.601 3.474
H -2.403 3.471 1.079
H -0.216 3.120 -0.193
```

(5)
This record from the Open Molecules 2025 dataset describes a molecular structure, C6H10Cl3O3P in a non-equilibrium geometry. The level of theory is wB97M-V/def2-TZVPD.

The largest force on an atom is 5.73 eV/Å. Its electronic energy is -2182.4168 hartree. The energy relative to the best compared isomer or geometry (same formula, charge and spin) comes out at 0.0000 eV. As for the net charge: -2.

Geometry as XYZ:
```
23
C6H10Cl3O3P, DFT wB97M-V/def2-TZVPD
C 1.466 1.373 1.855
C -0.261 0.516 -2.506
C 0.068 1.280 1.424
C -0.195 1.009 -1.037
C -0.074 0.392 0.125
C 0.098 -1.285 0.214
O 1.600 -3.619 0.043
O 2.219 -1.653 -1.483
O 2.661 -1.571 1.059
P 1.762 -2.160 0.029
Cl -0.342 -1.876 1.794
Cl -14.199 -0.253 0.600
Cl -1.052 -2.085 -0.901
H 1.589 1.894 2.921
H 2.125 2.109 1.233
H 2.123 0.412 1.978
H 0.034 1.296 -3.140
H -1.299 0.344 -2.827
H 0.417 -0.390 -2.663
H -0.382 2.318 1.385
H -0.416 0.594 2.225
H 2.519 -0.699 -1.303
H -0.460 2.054 -1.025
```